This record from the OMol25 dataset describes a cluster of 14 separate species, C66H99N3O34 in total in a non-equilibrium geometry. The level of theory is ωB97M-V/def2-TZVPD.

Bonds (Å) are listed after each position.
CARTESIAN COORDINATES (ANGSTROEM)
1 C 3.0633 -15.5217 -3.2715  O2 1.429, H10 1.090, H11 1.087, H12 1.097
2 O 4.1756 -14.8108 -3.8186  C1 1.429, C3 1.420
3 C 3.8300 -13.5306 -4.3280  O2 1.420, C4 1.508, H13 1.096, H14 1.095
4 C 5.0278 -12.9378 -5.0274  C3 1.508, N5 1.470, H15 1.099, H16 1.091
5 N 5.4712 -13.8181 -6.1173  C4 1.470, C6 1.459, H17 1.015
6 C 6.7976 -13.4623 -6.6114  N5 1.459, C7 1.512, H18 1.099, H19 1.099
7 C 6.8674 -12.1099 -7.2845  C6 1.512, O8 1.439, H20 1.086, H21 1.096
8 O 6.8493 -11.0016 -6.3674  C7 1.439, C9 1.389
9 C 7.9672 -10.9074 -5.5481  O8 1.389, H22 1.094, H23 1.095, H24 1.104
10 H 3.3096 -16.5725 -3.4208  C1 1.090
11 H 2.0909 -15.1947 -3.6316  C1 1.087
12 H 3.1407 -15.3793 -2.1866  C1 1.097
13 H 3.5196 -12.8587 -3.5202  C3 1.096
14 H 2.9943 -13.6183 -5.0299  C3 1.095
15 H 5.8386 -12.7503 -4.3103  C4 1.099
16 H 4.7287 -11.9613 -5.4117  C4 1.091
17 H 5.4812 -14.7284 -5.6675  N5 1.015
18 H 7.1530 -14.1436 -7.3968  C6 1.099
19 H 7.5395 -13.7067 -5.8384  C6 1.099
20 H 6.0286 -11.9261 -7.9487  C7 1.086
21 H 7.8289 -12.0337 -7.8044  C7 1.096
22 H 7.7943 -10.1197 -4.8085  C9 1.094
23 H 8.9669 -10.8453 -5.9896  C9 1.095
24 H 8.0385 -11.7347 -4.8199  C9 1.104
25 C 9.6192 -9.2312 -2.4078  O26 1.414, H34 1.093, H35 1.093, H36 1.092
26 O 9.4208 -7.8788 -2.7705  C25 1.414, C27 1.440
27 C 10.2268 -7.4497 -3.8846  O26 1.440, C28 1.520, H37 1.094, H38 1.092
28 C 9.7966 -6.0343 -4.2334  C27 1.520, N29 1.458, H39 1.093, H40 1.100
29 N 9.9169 -4.9834 -3.2299  C28 1.458, C30 1.454, H41 1.014
30 C 11.2572 -4.7055 -2.7393  N29 1.454, C31 1.522, H42 1.100, H43 1.090
31 C 11.1776 -3.8696 -1.4700  C30 1.522, O32 1.406, H44 1.100, H45 1.098
32 O 12.4510 -3.3875 -1.1208  C31 1.406, C33 1.419
33 C 12.6084 -2.3330 -0.1837  O32 1.419, H46 1.089, H47 1.101, H48 1.089
34 H 10.6371 -9.6055 -2.5408  C25 1.093
35 H 8.9302 -9.8479 -2.9904  C25 1.093
36 H 9.4402 -9.4190 -1.3472  C25 1.092
37 H 9.9628 -8.0648 -4.7495  C27 1.094
38 H 11.2622 -7.5894 -3.5672  C27 1.092
39 H 8.7273 -6.1362 -4.4359  C28 1.093
40 H 10.3477 -5.8875 -5.1736  C28 1.100
41 H 9.5535 -4.1633 -3.7034  N29 1.014
42 H 11.8254 -4.0627 -3.4271  C30 1.100
43 H 11.8513 -5.6134 -2.6351  C30 1.090
44 H 10.8255 -4.4555 -0.6077  C31 1.100
45 H 10.4517 -3.0587 -1.6171  C31 1.098
46 H 12.0566 -2.5760 0.7232  C33 1.089
47 H 12.1841 -1.4269 -0.6424  C33 1.101
48 H 13.6416 -2.0212 -0.0373  C33 1.089
49 C 12.4763 -7.2244 -6.7941  O50 1.418, H58 1.096, H59 1.090, H60 1.090
50 O 13.1703 -6.0175 -7.0620  C49 1.418, C51 1.406
51 C 12.7623 -4.9462 -6.2485  O50 1.406, C52 1.516, H61 1.099, H62 1.100
52 C 13.6580 -3.7604 -6.5489  C51 1.516, N53 1.449, H63 1.100, H64 1.092
53 N 13.4932 -3.1811 -7.8671  C52 1.449, C54 1.456, H65 1.006
54 C 14.1100 -1.8690 -7.9965  N53 1.456, C55 1.522, H66 1.097, H67 1.093
55 C 14.8247 -1.7652 -9.3363  C54 1.522, O56 1.431, H68 1.092, H69 1.093
56 O 13.8578 -2.0322 -10.3567  C55 1.431, C57 1.390
57 C 14.1765 -1.5140 -11.6063  O56 1.390, H70 1.099, H71 1.100, H72 1.089
58 H 12.8186 -7.4812 -5.7851  C49 1.096
59 H 12.9215 -7.9675 -7.4564  C49 1.090
60 H 11.3925 -7.1622 -6.8955  C49 1.090
61 H 12.8656 -5.2337 -5.1933  C51 1.099
62 H 11.6959 -4.7099 -6.3800  C51 1.100
63 H 14.6692 -4.1331 -6.3283  C52 1.100
64 H 13.4415 -2.9290 -5.8750  C52 1.092
65 H 13.6266 -3.7853 -8.6606  N53 1.006
66 H 14.8786 -1.7432 -7.2233  C54 1.097
67 H 13.4086 -1.0412 -7.8636  C54 1.093
68 H 15.5879 -2.5430 -9.4132  C55 1.092
69 H 15.1962 -0.7489 -9.4920  C55 1.093
70 H 15.2466 -1.4700 -11.8544  C57 1.099
71 H 13.8813 -0.4626 -11.7355  C57 1.100
72 H 13.7155 -2.0656 -12.4250  C57 1.089
73 C 3.9120 -2.3595 -1.2513  C74 1.386, C78 1.387, H81 1.079
74 C 4.8535 -2.7919 -2.1714  C73 1.386, C75 1.378, H82 1.083
75 C 6.1188 -3.1770 -1.7848  C74 1.378, C76 1.401, O80 1.390
76 C 6.5679 -2.9147 -0.4839  C75 1.401, C77 1.393, H83 1.084
77 C 5.6313 -2.5228 0.4700  C76 1.393, C78 1.398, H84 1.083
78 C 4.3227 -2.2401 0.0679  C73 1.387, C77 1.398, O79 1.368
79 O 3.4131 -1.8329 1.0058  C78 1.368, H85 0.959
80 O 7.0363 -3.6701 -2.7054  C75 1.390, H86 0.970
81 H 2.9286 -2.0708 -1.5898  C73 1.079
82 H 4.5678 -2.8745 -3.2132  C74 1.083
83 H 7.5997 -3.1974 -0.3114  C76 1.084
84 H 5.8885 -2.6017 1.5189  C77 1.083
85 H 3.8120 -1.3649 1.7417  O79 0.959
86 H 7.2582 -4.5643 -2.4006  O80 0.970
87 C 17.0415 -0.8784 -3.8085  C88 1.384, C92 1.390, H95 1.083
88 C 15.6670 -1.0134 -3.8919  C87 1.384, C89 1.387, H96 1.083
89 C 14.9788 -1.9013 -3.0790  C88 1.387, C90 1.386, O94 1.375
90 C 15.7054 -2.7792 -2.2909  C89 1.386, C91 1.391, H97 1.079
91 C 17.0887 -2.6635 -2.2092  C90 1.391, C92 1.407, H98 1.085
92 C 17.7785 -1.6912 -2.9555  C87 1.390, C91 1.407, O93 1.367
93 O 19.1374 -1.5909 -2.8433  C92 1.367, H99 0.962
94 O 13.6261 -2.0807 -3.2478  C89 1.375, H100 0.994
95 H 17.5144 -0.1533 -4.4597  C87 1.083
96 H 15.1556 -0.3266 -4.5551  C88 1.083
97 H 15.2744 -3.5942 -1.7309  C90 1.079
98 H 17.7336 -3.2842 -1.5955  C91 1.085
99 H 19.3828 -1.9113 -1.9702  O93 0.962
100 H 13.3393 -2.5100 -2.3980  O94 0.994
101 C 9.8078 -8.1151 -9.8602  C102 1.382, C106 1.402, H109 1.084
102 C 9.3101 -6.8490 -10.1027  C101 1.382, C103 1.396, H110 1.081
103 C 8.5499 -6.2452 -9.0998  C102 1.396, C104 1.373, O108 1.385
104 C 8.3623 -6.8769 -7.8955  C103 1.373, C105 1.396, H111 1.083
105 C 8.9270 -8.1258 -7.6302  C104 1.396, C106 1.384, H112 1.081
106 C 9.5764 -8.7926 -8.6549  C101 1.402, C105 1.384, O107 1.376
107 O 10.1127 -10.0375 -8.4208  C106 1.376, H113 0.961
108 O 8.1508 -4.9285 -9.2549  C103 1.385, H114 0.963
109 H 10.4214 -8.6215 -10.5972  C101 1.084
110 H 9.6425 -6.2584 -10.9453  C102 1.081
111 H 7.8767 -6.3312 -7.0958  C104 1.083
112 H 8.6250 -8.5807 -6.6968  C105 1.081
113 H 9.9314 -10.6675 -9.1230  O107 0.961
114 H 7.7465 -4.8443 -10.1244  O108 0.963
115 C 5.3118 -6.2726 -1.1402  C116 1.392, C120 1.381, H123 1.085
116 C 3.9847 -6.3939 -1.5435  C115 1.392, C117 1.366, H124 1.082
117 C 3.7120 -7.0663 -2.7012  C116 1.366, C118 1.406, O122 1.374
118 C 4.7638 -7.6631 -3.4190  C117 1.406, C119 1.397, H125 1.085
119 C 6.0993 -7.4426 -3.0734  C118 1.397, C120 1.411, H126 1.083
120 C 6.3760 -6.7816 -1.8576  C115 1.381, C119 1.411, O121 1.353
121 O 7.6147 -6.5124 -1.3858  C120 1.353, H127 0.989
122 O 2.4131 -7.3215 -3.0678  C117 1.374, H128 0.961
123 H 5.5097 -5.8156 -0.1768  C115 1.085
124 H 3.2105 -5.9160 -0.9582  C116 1.082
125 H 4.4955 -8.1485 -4.3514  C118 1.085
126 H 6.9147 -7.9714 -3.5517  C119 1.083
127 H 8.3246 -6.9500 -1.9170  O121 0.989
128 H 2.3996 -8.0459 -3.6990  O122 0.961
129 C 7.5145 -7.9135 2.6911  C130 1.405, C134 1.366, H137 1.083
130 C 7.8513 -9.2596 2.9120  C129 1.405, C131 1.375, H138 1.083
131 C 9.0578 -9.7232 2.4428  C130 1.375, C132 1.386, O136 1.375
132 C 9.8195 -8.9510 1.5797  C131 1.386, C133 1.391, H139 1.081
133 C 9.4173 -7.6593 1.2568  C132 1.391, C134 1.400, H140 1.083
134 C 8.2764 -7.1306 1.8716  C129 1.366, C133 1.400, O135 1.387
135 O 7.8740 -5.8451 1.5400  C134 1.387, H141 0.966
136 O 9.5101 -10.9994 2.6827  C131 1.375, H142 0.963
137 H 6.5345 -7.6675 3.0808  C129 1.083
138 H 7.1663 -9.8354 3.5220  C130 1.083
139 H 10.7802 -9.3041 1.2318  C132 1.081
140 H 10.0605 -6.9743 0.7187  C133 1.083
141 H 8.0664 -5.7449 0.5981  O135 0.966
142 H 8.9362 -11.4206 3.3304  O136 0.963
143 C 14.3736 -5.5123 0.3338  C144 1.524, O148 1.400, H149 1.093, H150 1.087
144 C 14.7900 -6.3850 1.5115  C143 1.524, O145 1.456, H151 1.086, H152 1.088
145 O 13.7216 -7.3746 1.5324  C144 1.456, C146 1.368
146 C 13.1835 -7.4173 0.2754  O145 1.368, O147 1.185, O148 1.339
147 O 12.4150 -8.1918 -0.1869  C146 1.185
148 O 13.7457 -6.4636 -0.4784  C143 1.400, C146 1.339
149 H 15.3027 -5.1994 -0.1498  C143 1.093
150 H 13.8430 -4.5801 0.5111  C143 1.087
151 H 14.7946 -5.8389 2.4507  C144 1.086
152 H 15.7376 -6.8855 1.3210  C144 1.088
153 C 12.9696 -10.8896 -6.5792  C154 1.534, O158 1.416, H159 1.090, H160 1.093
154 C 12.6225 -12.3506 -6.8927  C153 1.534, O155 1.419, H161 1.091, H162 1.097
155 O 12.0811 -12.8074 -5.6627  C154 1.419, C156 1.314
156 C 11.6567 -11.7905 -4.9475  O155 1.314, O157 1.196, O158 1.362
157 O 10.8898 -11.8022 -4.0292  C156 1.196
158 O 12.1319 -10.6259 -5.4687  C153 1.416, C156 1.362
159 H 12.6634 -10.2608 -7.4157  C153 1.090
160 H 14.0429 -10.7226 -6.4609  C153 1.093
161 H 13.3777 -13.0497 -7.2547  C154 1.091
162 H 11.9291 -12.4256 -7.7394  C154 1.097
163 C 15.1311 2.1237 -0.8356  C164 1.524, O168 1.438, H169 1.089, H170 1.091
164 C 14.4250 1.7364 -2.1294  C163 1.524, O165 1.416, H171 1.088, H172 1.096
165 O 13.1711 1.2025 -1.7452  C164 1.416, C166 1.333
166 C 13.0835 1.2212 -0.4152  O165 1.333, O167 1.195, O168 1.341
167 O 12.1704 0.8013 0.2315  C166 1.195
168 O 14.1673 1.7564 0.1658  C163 1.438, C166 1.341
169 H 15.3200 3.1897 -0.7171  C163 1.089
170 H 16.0889 1.6068 -0.7600  C163 1.091
171 H 15.0655 1.1612 -2.7951  C164 1.088
172 H 14.2429 2.6506 -2.7059  C164 1.096
173 C 14.2352 -0.1927 3.8849  C174 1.536, O178 1.424, H179 1.086, H180 1.090
174 C 14.6902 -0.3581 2.4271  C173 1.536, O175 1.409, H181 1.090, H182 1.091
175 O 14.9346 -1.7398 2.2952  C174 1.409, C176 1.336
176 C 14.2916 -2.3962 3.2648  O175 1.336, O177 1.190, O178 1.364
177 O 14.0764 -3.5667 3.2570  C176 1.190
178 O 13.9012 -1.5303 4.2434  C173 1.424, C176 1.364
179 H 13.3773 0.4649 3.7778  C173 1.086
180 H 15.0372 0.1585 4.5338  C173 1.090
181 H 15.5366 0.2824 2.1808  C174 1.090
182 H 13.8642 -0.0712 1.7751  C174 1.091
183 C 8.7217 -2.2607 2.8335  C184 1.542, O188 1.427, H189 1.088, H190 1.089
184 C 9.8344 -2.4616 1.7857  C183 1.542, O185 1.419, H191 1.093, H192 1.088
185 O 10.8787 -1.6247 2.2563  C184 1.419, C186 1.348
186 C 10.4989 -0.9698 3.3719  O185 1.348, O187 1.191, O188 1.340
187 O 11.1962 -0.1695 3.9129  C186 1.191
188 O 9.3090 -1.4014 3.8102  C183 1.427, C186 1.340
189 H 8.3762 -3.1948 3.2719  C183 1.088
190 H 7.8835 -1.7484 2.3638  C183 1.089
191 H 9.4105 -2.0884 0.8501  C184 1.093
192 H 10.1987 -3.4726 1.6125  C184 1.088
193 C 15.4654 -8.7608 -2.3803  C194 1.532, O198 1.424, H199 1.091, H200 1.091
194 C 14.1387 -8.9887 -3.1120  C193 1.532, O195 1.405, H201 1.093, H202 1.090
195 O 14.1808 -8.0399 -4.1469  C194 1.405, C196 1.355
196 C 15.0892 -7.0799 -3.8470  O195 1.355, O197 1.176, O198 1.357
197 O 15.1379 -5.9868 -4.2768  C196 1.176
198 O 16.0008 -7.5853 -2.9785  C193 1.424, C196 1.357
199 H 16.0751 -9.6622 -2.4571  C193 1.091
200 H 15.3852 -8.5490 -1.3133  C193 1.091
201 H 13.2813 -8.8778 -2.4438  C194 1.093
202 H 14.1014 -10.0034 -3.5088  C194 1.090

Properties
* E_HOMO: -7.6652 eV
* strongest force on any atom: 2.5 eV Å⁻¹
* E: -144127.21684 eV

Atomic partial charges in e from the Löwdin method, atoms 1 to 99: C -0.0906; O -0.2062; C -0.2350; C -0.2139; N -0.0463; C -0.2235; C -0.1789; O -0.1991; C -0.1537; H 0.0852; H 0.0851; H 0.0853; H 0.1248; H 0.1225; H 0.1217; H 0.1170; H 0.0997; H 0.1164; H 0.1181; H 0.1306; H 0.1093; H 0.0725; H 0.0798; H 0.0805; C -0.0651; O -0.2366; C -0.1621; C -0.1840; N -0.0235; C -0.1714; C -0.1859; O -0.2449; C -0.0605; H 0.0796; H 0.0741; H 0.0893; H 0.1159; H 0.1144; H 0.1190; H 0.0924; H 0.1163; H 0.1138; H 0.1198; H 0.1208; H 0.1347; H 0.0738; H 0.0939; H 0.0952; C -0.0783; O -0.1742; C -0.2419; C -0.1999; N -0.0488; C -0.2115; C -0.2053; O -0.1924; C -0.1479; H 0.0707; H 0.0855; H 0.0757; H 0.0947; H 0.1194; H 0.1220; H 0.1106; H 0.1064; H 0.1073; H 0.1172; H 0.1278; H 0.1193; H 0.0839; H 0.0847; H 0.0831; C -0.0039; C -0.0138; C -0.3279; C -0.0101; C -0.0169; C -0.3238; O 0.0349; O 0.0091; H 0.1192; H 0.1238; H 0.1045; H 0.1036; H 0.1004; H 0.0601; C -0.0215; C -0.0492; C -0.3173; C -0.0040; C -0.0070; C -0.3256; O 0.0380; O 0.0217; H 0.1176; H 0.1175; H 0.0992; H 0.1141; H 0.0977